Entry 1:
7 unconnected molecules or ions with the total composition C29H63IN7O11S2 at a distorted geometry, computed with ωB97M-V/def2-TZVPD.

As for the molar mass: 876.9 g/mol. The HOMO energy is -9.490 eV. Its total charge is +1. For the largest force on an atom, the calculation gives 9.3 eV Å⁻¹. The total energy is -93804.0940 eV.

Cartesian coordinates (Å):
I 2.4617 -4.9829 -0.6940
S 6.9457 -1.9818 0.6424
S 1.4782 -1.8713 0.4084
O 2.8365 -4.1503 -3.9234
O -3.7847 9.0323 1.9295
O 8.9410 -5.2587 -2.9023
O -2.6348 3.3271 2.7084
O -6.7222 -1.0989 1.6663
O -6.0271 1.8645 7.1411
O 1.2039 -0.3440 0.6975
O 6.6092 -4.4069 -3.0022
O 3.7950 -0.7526 -0.4677
O 0.1448 -2.3901 -0.2572
O -0.3320 5.6993 -0.7065
N -7.8488 0.4608 7.4022
N -4.8516 2.6767 2.5678
N -1.9761 9.5998 0.6013
N -6.7749 -1.1521 -0.6471
N 4.8834 -3.2788 -1.7525
N -0.3908 3.3907 -0.8622
N 2.7837 -4.2035 -6.2367
C -3.6288 3.0478 2.0505
C 7.1820 -7.0260 -3.4382
C 5.8527 -4.4737 -1.7085
C -7.3396 -1.0912 0.6091
C -0.6601 4.6047 -0.2670
C 8.5053 -3.0238 1.0079
C 4.2245 -4.2840 -6.3567
C -5.0130 2.5994 4.0047
C 1.9818 -4.1895 -7.4422
C -2.7871 8.7235 1.2904
C 9.6460 -2.2040 1.8535
C -2.2984 11.0114 0.6105
C 5.5681 -1.9510 -1.9868
C 7.6177 -5.4751 -3.0743
C -0.8105 9.1539 -0.1328
C -5.3341 -1.2326 -0.7671
C 7.0008 -1.7568 -1.2160
C -8.8354 -0.1088 8.2958
C -0.8146 2.1361 -0.2768
C -5.9819 2.3611 1.7197
C -7.8739 0.0865 6.0036
C -6.8881 1.3469 7.8409
C 2.9405 -1.9224 -0.7605
C -7.5768 -1.1380 -1.8525
C 2.2190 -4.1427 -4.9806
C 3.8974 -3.2772 -0.5820
C 1.7859 -2.6635 2.0812
C 0.3388 3.3672 -2.1128
C 4.6559 -0.6279 -1.6640
H -1.4728 1.6210 -0.9823
H -1.3523 2.3005 0.6611
H -2.2987 11.3699 1.6445
H 2.8993 -2.4570 2.4004
H 9.4341 -2.2233 3.0271
H -1.2191 4.5077 0.6784
H 8.2328 -3.9980 1.6383
H -8.7008 0.2583 9.3171
H 3.9349 -0.4376 -2.5748
H -6.8013 3.0471 1.9528
H 6.9542 -7.6803 -2.4860
H -4.8005 3.5807 4.4401
H 6.2666 -6.9509 -4.1868
H -4.2977 1.8743 4.4048
H 4.5754 -5.1815 -5.8382
H 5.8116 -1.9075 -3.1547
H -3.6161 3.0743 0.9483
H 7.8057 -2.4366 -1.7638
H 6.5485 -4.4727 -0.7678
H 2.5484 -1.9662 -1.8726
H 1.0336 -2.1554 2.8436
H -5.7210 2.4599 0.6623
H 5.3025 -5.5129 -1.7279
H 0.4758 2.3401 -2.4612
H 2.2673 -3.3240 -8.0468
H 4.4065 -3.3493 0.4690
H 0.0684 1.5210 -0.0812
H -6.9157 -0.3721 5.7405
H -6.0304 2.2942 4.2636
H 7.3469 -0.6357 -1.4313
H -0.9294 9.4270 -1.1851
H -4.8876 -0.3539 -0.2915
H 9.0119 -3.4167 0.0038
H -0.6864 8.0702 -0.0551
H -8.7316 -1.1977 8.2892
H 9.6200 -1.0804 1.5248
H -8.0119 0.9866 5.3966
H 1.1183 -4.0840 -5.0042
H -5.0354 -1.2741 -1.8179
H -8.6427 -1.0749 -1.6162
H -6.9597 1.5623 8.9198
H -7.2914 -0.2725 -2.4571
H 0.0756 9.6469 0.2773
H 1.3149 3.8394 -1.9644
H -4.9832 -2.1301 -0.2485
H 1.4997 -3.8004 2.0352
H -6.2960 1.3323 1.9173
H 0.9160 -4.1263 -7.2058
H 10.7447 -2.6317 1.7214
H -9.8332 0.1677 7.9436
H -0.2188 3.9389 -2.8611
H 8.0682 -7.4925 -4.0615
H -8.6859 -0.6185 5.8066
H -7.3875 -2.0575 -2.4139
H -3.2988 11.1510 0.1892
H -2.4515 7.6758 1.2173
H 4.6711 -3.4054 -5.8812
H 4.5232 -4.3256 -7.4076
H -8.4404 -1.0325 0.5854
H 5.3219 0.3471 -1.5413
H 4.2841 -3.4578 -2.6140
H 2.1711 -5.1089 -8.0036
H -1.5699 11.5782 0.0246


Entry 2:
A molecular structure, C29H64AsF12N8O13S2Tl at a distorted geometry, computed with ωB97M-V/def2-TZVPD.

As for the molar mass: 1304.3 g/mol. The HOMO energy is -8.864 eV. Its total charge is 0. For the largest force on an atom, the calculation gives 3.5 eV Å⁻¹. The total energy is -189461.9147 eV.

Cartesian coordinates (Å):
Tl 1.2646 0.0538 -0.5996
As 2.4676 3.2215 1.2754
S 3.8646 -1.5613 1.2657
S 0.0927 -0.7222 -4.5160
F 1.9560 3.6600 2.9509
F -0.4244 -3.3549 -4.7247
F 5.8944 -0.9416 3.0174
F 3.9906 0.0070 3.5148
F 4.2291 3.3581 1.5558
F 2.4358 4.8950 0.7382
F -0.9916 -2.2256 -6.5343
F 0.7836 2.9092 0.8023
F -2.1693 -2.2022 -4.6959
F 2.8045 2.6183 -0.4017
F 4.3107 -2.0898 3.8339
F 2.4856 1.4531 1.7295
O -0.3211 -2.3713 -0.1796
O 1.2028 -4.9841 4.4077
O -0.5504 0.4785 -5.0448
O 3.3881 1.0173 -2.3498
O 2.6918 -2.1886 -1.8975
O -0.3307 0.5159 1.9497
O -1.6677 0.1840 -0.6521
O 4.4511 -2.8215 0.9145
O 0.0302 -0.8480 -3.0604
O -0.0067 2.2102 -2.0584
O 2.3879 -1.6308 1.4373
O 1.4523 -0.8675 -5.0034
O 4.0994 -0.4486 0.3339
N -3.6514 -0.7371 -0.2319
N -0.5284 3.0441 -4.0582
N -0.9323 -4.5831 3.6488
N 5.6134 1.2790 -2.7183
N 4.5727 -3.3212 -2.6197
N -4.0578 3.0809 1.8487
N 0.0282 -4.7198 -0.1958
N -1.5310 1.6610 3.3440
C -1.9022 2.2711 4.6043
C -2.8012 -0.1082 -1.0412
C -3.2855 0.2626 -2.4118
C -3.4306 -1.0918 1.1652
C -5.2211 5.3446 2.1001
C 5.9647 1.4747 -1.3673
C -0.6342 -3.5675 -0.4688
C -0.6807 -3.2483 3.1061
C 1.3066 -4.8459 0.4513
C 4.1201 0.9574 -4.6678
C -4.2578 4.3172 2.7053
C -5.2953 1.4118 3.2186
C 2.4501 -4.2111 -3.1632
C 3.2714 -3.1498 -2.4736
C 4.3538 1.1049 -3.1322
C -0.4857 0.9244 3.0921
C -1.9436 -3.8022 -1.2092
C 5.6391 -2.3719 -2.1679
C 0.5951 0.7008 4.1386
C 0.0147 -5.3068 4.2704
C -0.8595 4.0935 -4.9401
C 4.5741 -1.0707 3.0472
C -2.2459 4.0206 0.4441
C -5.2806 2.3382 1.9340
C -0.0133 3.1832 -2.8383
C -3.5616 3.3012 0.4854
C 0.5332 4.5172 -2.3652
C -0.9514 -2.2203 -5.1709
C -0.4145 -6.6484 4.7924
H -5.2723 5.4893 1.0210
H -6.2254 4.9617 2.2813
H -3.2536 4.7033 2.8799
H -6.2507 2.8287 1.8546
H -1.9545 -3.0986 -2.0416
H -0.0413 4.7971 -1.4822
H 0.0762 -7.5277 4.3752
H 6.8358 2.1290 -1.3341
H 4.7944 -4.1872 -3.0897
H -2.0566 -4.7972 -1.6397
H 0.0440 4.5494 -5.3450
H -5.7049 1.9973 4.0417
H 1.9900 -3.7680 -4.0464
H 3.4516 1.7767 -4.9322
H 1.8836 -3.9214 0.4722
H -1.8786 -4.9360 3.6600
H 5.1569 -1.4025 -2.0422
H 5.0587 1.2366 -5.1465
H -4.5828 3.9970 3.6953
H -4.1925 -0.3199 -2.5740
H -3.5181 1.3268 -2.4498
H -0.3992 -5.6077 -0.4176
H 1.7636 -4.6215 -2.4226
H -2.8790 2.7492 4.5299
H -2.8573 -3.5450 -0.6735
H 6.2100 0.5381 -0.8665
H -4.3266 3.8602 -0.0535
H 1.0918 1.6417 4.3753
H 1.5716 4.4576 -2.0392
H -0.7245 2.0820 -4.2952
H 5.1686 1.9574 -0.8004
H 3.0834 -5.0140 -3.5405
H -1.4930 -6.7067 4.6463
H -2.3229 5.0931 0.6230
H -2.1152 1.8730 2.5478
H -1.1190 3.0131 4.7591
H -2.6626 -1.8651 1.1506
H -4.2955 -1.5438 1.6507
H 6.5108 -2.3903 -2.8220
H 1.9156 -5.5990 -0.0487
H 0.2831 0.1612 5.0329
H -1.7767 3.9501 -0.5372
H -1.3335 -2.6184 3.7102
H -3.3430 2.3917 -0.0743
H 6.3432 1.3813 -3.4090
H 1.3690 0.0470 3.7365
H -0.1823 -6.7016 5.8561
H -5.1771 6.3665 2.4768
H -1.5212 3.7567 -5.7380
H -2.5229 0.0922 -3.1717
H -0.9850 -3.2059 2.0603
H 0.4251 5.2727 -3.1435
H -4.3135 1.1420 3.6077
H -1.3330 4.8981 -4.3775
H -4.5162 -1.0382 -0.6580
H 0.3397 -2.8773 3.2035
H 1.0794 -5.1959 1.4583
H -3.1657 -0.1945 1.7244
H -5.8559 0.5005 3.0103
H -2.0299 1.5547 5.4158
H -5.2585 1.5556 1.1756
H -1.5537 3.5842 1.1643
H 5.9079 -2.6284 -1.1432
H 3.7467 -0.0097 -5.0046


Question: molar mass of number 2 (C29H64AsF12N8O13S2Tl)?
Answer: 1304.3 g/mol


Question: HOMO of number 2 (C29H64AsF12N8O13S2Tl)?
Answer: -8.864 eV


Question: What is the formula in the first record?
Answer: C29H63IN7O11S2